{
  "formula": "C4H8N2O",
  "method": "ωB97M-V/def2-TZVPD",
  "de_lowest_kcal_mol": 110.6,
  "homo_lumo_gap_ev": 8.7,
  "total_charge": 0,
  "elements": ["C", "H", "H", "H", "H", "H", "O", "C", "H", "N", "N", "H", "C", "C", "H"],
  "positions_angstrom": [[0.157, 1.251, -0.266], [1.868, 1.289, -1.367], [-1.047, -2.714, -0.325], [-0.108, 0.379, 2.893], [0.133, 2.337, -0.085], [2.081, 0.835, 0.198], [-1.297, -0.333, 0.932], [-1.770, -0.887, -0.233], [-0.841, -1.932, -1.889], [0.243, 0.940, 2.117], [1.475, 0.729, -0.615], [-0.561, 1.036, -1.073], [-0.719, -1.772, -0.813], [-0.270, 0.577, 1.022], [0.321, -1.574, -0.530]],
  "mulliken_charge": [-0.604, 0.231, 0.313, 0.280, 0.345, 0.260, -0.156, -0.359, 0.272, -0.673, -0.557, 0.384, -0.599, 0.563, 0.299]
}

{
  "formula": "C45H48CsN5O2P2S2",
  "method": "ωB97M-V/def2-TZVPD",
  "de_lowest_kcal_mol": 4.6,
  "homo_lumo_gap_ev": 5.7,
  "total_charge": -2,
  "elements": ["H", "C", "H", "H", "C", "C", "C", "Cs", "C", "N", "S", "C", "H", "H", "C", "C", "C", "C", "N", "H", "H", "C", "C", "C", "C", "H", "C", "C", "H", "H", "C", "N", "H", "H", "H", "S", "H", "C", "H", "C", "H", "C", "H", "C", "C", "H", "H", "H", "C", "H", "H", "C", "C", "H", "H", "C", "H", "H", "C", "H", "C", "H", "H", "C", "C", "P", "H", "H", "C", "C", "C", "H", "H", "H", "H", "H", "H", "H", "H", "H", "C", "C", "H", "C", "C", "C", "C", "H", "P", "C", "C", "H", "H", "H", "C", "C", "H", "O", "C", "H", "N", "C", "H", "N", "O"],
  "positions_angstrom": [[5.521, -2.425, 4.097], [4.590, -2.749, 3.648], [3.187, 2.312, 2.020], [-0.090, 3.231, -1.993], [-2.424, -1.835, 1.482], [2.679, -4.856, -2.427], [0.677, 5.034, 1.340], [0.945, 0.624, -1.251], [-3.607, 0.651, 0.792], [1.611, -2.573, -1.244], [4.222, 0.217, 0.519], [3.496, -3.946, -1.776], [-3.378, 3.803, -0.279], [-0.631, 4.857, -2.327], [-0.057, -2.706, -5.578], [-4.541, 0.656, 1.998], [2.322, 2.555, 5.290], [1.097, -0.768, -4.604], [-2.166, 3.515, -1.840], [1.334, -3.875, 1.919], [-4.099, 1.177, 2.849], [-0.109, -0.021, -4.861], [-1.238, -1.967, -5.766], [2.895, -4.419, 3.292], [2.454, 2.908, 3.957], [-4.082, 0.143, -0.052], [-2.269, -1.765, -2.227], [-1.441, 4.696, 0.221], [-2.888, 6.234, 0.530], [-3.069, -1.826, 2.366], [-3.259, -2.743, -2.168], [-1.137, 2.094, -4.270], [1.682, 4.685, 1.547], [-2.122, -0.019, -5.550], [0.572, 1.265, 2.097], [6.524, -0.149, 3.041], [-3.010, -2.244, 0.653], [-1.236, -0.632, -5.410], [-4.153, 0.938, -2.965], [2.757, -2.297, 2.168], [-5.355, -3.141, -2.341], [4.070, -4.011, 3.906], [-5.946, -0.799, -2.864], [-3.922, -0.096, -2.740], [2.240, -3.560, 2.420], [0.382, 0.883, 3.803], [2.266, -1.639, 1.460], [1.794, 3.210, 5.974], [3.114, 2.061, 3.072], [4.565, -4.092, -1.705], [-0.036, -3.756, -5.861], [1.071, -2.137, -5.039], [-2.363, 3.956, -0.666], [2.496, -5.409, 3.482], [2.746, 1.063, 6.783], [-0.098, 1.403, -4.529], [4.593, -4.681, 4.579], [0.022, 3.863, -4.405], [-1.412, 0.593, 2.610], [0.620, -5.263, -2.981], [0.105, 0.569, 2.794], [-5.481, 1.159, 1.755], [0.901, 6.855, 2.419], [-0.891, 3.801, -2.477], [-4.578, -2.388, -2.390], [4.644, -0.213, 2.412], [-0.648, -2.386, 2.614], [-1.833, 0.315, -2.549], [0.233, 6.245, 1.819], [3.658, 0.868, 3.521], [-1.066, 6.696, 1.557], [-1.926, 0.081, 3.431], [1.971, -2.722, -4.883], [-1.748, 1.635, 2.617], [-1.741, 4.074, -4.423], [3.096, -5.743, -2.889], [-2.122, -2.431, -6.187], [-3.413, 1.672, 0.453], [-1.421, 7.640, 1.949], [-4.786, -0.358, 2.321], [1.318, -4.606, -2.480], [0.846, -3.439, -1.896], [2.013, 3.827, 3.592], [-0.924, 3.502, -3.973], [-0.150, 4.163, 0.560], [2.852, 1.351, 5.744], [3.523, 0.517, 4.865], [-0.509, -2.657, 0.879], [-1.937, -0.120, 0.986], [-1.879, 5.902, 0.763], [-4.911, -1.066, -2.685], [0.908, 1.849, -4.507], [-2.980, -3.765, -1.951], [0.532, -0.424, 2.637], [-2.603, -0.444, -2.498], [-1.196, -2.711, 1.728], [-1.472, -3.759, 1.874], [0.223, 2.996, 0.223], [2.921, -2.826, -1.190], [3.956, -0.409, 5.225], [-0.881, -2.021, -2.036], [3.937, -1.880, 2.781], [3.529, -2.102, -0.656], [-0.563, -3.215, -2.041], [2.091, -0.264, -3.999]],
  "mulliken_charge": [0.367, -0.347, 0.328, -0.222, -0.990, -0.539, -0.760, 1.243, 0.310, 0.775, -0.464, -0.852, 0.645, 0.635, -0.270, -1.509, -0.689, 0.094, -0.336, 0.419, 0.292, 0.743, -0.667, -0.629, -0.186, 0.004, -1.094, 0.744, 0.385, 0.625, -0.447, -0.106, 0.487, 0.357, -0.136, -0.621, 0.294, -0.093, 0.481, 0.231, 0.375, -0.642, 0.381, -0.843, -0.752, 0.357, 0.711, 0.363, -0.222, 0.483, 0.337, -0.822, -1.064, 0.375, 0.349, -0.735, 0.342, 0.409, -1.096, 0.522, 0.153, 0.465, 0.395, -0.067, -0.544, 1.084, 0.363, -0.474, -0.442, 0.344, -0.690, 0.535, 0.443, 0.488, 0.417, 0.357, 0.377, -0.377, 0.330, 0.307, -0.461, -0.440, 0.232, -1.255, 0.151, -0.554, -0.502, -0.044, 0.662, -0.333, -0.502, 0.417, 0.432, -0.435, 1.086, -0.997, 0.474, -0.453, -0.055, 0.307, 1.629, -0.616, -0.072, -0.563, -0.908]
}

{
  "formula": "C3H5ClNOP",
  "method": "ωB97M-V/def2-TZVPD",
  "de_lowest_kcal_mol": 57.4,
  "homo_lumo_gap_ev": 8.0,
  "total_charge": 0,
  "smiles": "N=C=PCl.CC=O",
  "elements": ["C", "H", "H", "Cl", "C", "C", "H", "O", "H", "H", "N", "P"],
  "positions_angstrom": [[-0.781, 0.281, -0.499], [-1.764, 0.210, -1.049], [0.080, -0.524, -2.305], [-2.611, 2.920, -2.131], [0.453, -0.006, -1.356], [-1.994, 3.276, 0.670], [-0.551, 4.062, 2.024], [-0.629, 0.817, 0.556], [0.937, 0.956, -1.570], [0.957, -0.845, -0.904], [-1.361, 4.038, 1.360], [-3.210, 2.573, -0.238]],
  "mulliken_charge": [0.158, 0.298, 0.273, -0.211, -0.862, 0.463, 0.314, -0.445, 0.253, 0.301, -0.362, -0.180]
}

{
  "formula": "NO3S2",
  "method": "ωB97M-V/def2-TZVPD",
  "de_lowest_kcal_mol": 4.2,
  "homo_lumo_gap_ev": 8.4,
  "total_charge": -1,
  "elements": ["O", "O", "N", "S", "S", "O"],
  "positions_angstrom": [[-1.323, -1.396, 0.424], [1.111, 2.134, 1.347], [-0.259, 1.068, -0.576], [0.489, 0.936, 0.708], [-0.725, -1.211, -0.893], [0.628, -1.823, -0.903]],
  "mulliken_charge": [-0.480, -0.526, -0.426, 0.305, 0.632, -0.504]
}

{
  "formula": "C6H10BN2O7PS2",
  "method": "ωB97M-V/def2-TZVPD",
  "homo_lumo_gap_ev": 3.0,
  "total_charge": -2,
  "elements": ["P", "O", "H", "O", "S", "O", "B", "O", "H", "H", "C", "N", "H", "O", "C", "N", "H", "C", "O", "O", "H", "C", "H", "S", "H", "C", "C", "H", "H"],
  "positions_angstrom": [[-3.248, 1.964, -1.817], [-2.798, 1.057, -2.972], [1.573, -3.485, -0.112], [-4.040, 1.131, -0.777], [-1.915, -1.365, 0.249], [-1.987, 2.571, -1.134], [1.920, -1.621, 0.760], [-1.930, -2.828, 0.251], [2.562, 2.612, -1.066], [-1.204, 1.810, 0.964], [-0.209, 1.494, 0.630], [1.047, -2.791, 0.421], [-0.422, -1.417, 2.275], [-4.115, 3.114, -2.349], [-0.842, -0.660, 1.589], [1.474, -0.262, 0.492], [0.787, -3.292, 1.275], [1.922, 1.926, -0.499], [3.148, -1.899, 1.380], [-1.382, -0.848, -0.973], [3.270, -2.856, 1.382], [0.635, 2.424, -0.078], [-1.484, 0.005, 2.199], [3.948, 0.169, -0.791], [3.709, -0.398, -2.019], [2.317, 0.641, -0.201], [0.187, 0.206, 0.891], [0.274, 3.431, -0.294], [-3.198, -0.832, 0.326]],
  "mulliken_charge": [0.701, -0.624, 0.230, -0.704, 0.974, -0.445, 0.533, -0.713, 0.340, 0.037, -0.424, -0.584, 0.478, -0.768, -1.461, 0.250, 0.181, -0.210, -0.575, -0.502, 0.317, -0.498, 0.585, -0.274, 0.110, -0.239, 0.739, 0.381, 0.165]
}

{
  "formula": "CHF2IO",
  "method": "ωB97M-V/def2-TZVPD",
  "de_lowest_kcal_mol": 43.4,
  "homo_lumo_gap_ev": 7.6,
  "total_charge": 0,
  "smiles": "FC(F)OI",
  "elements": ["C", "F", "F", "H", "I", "O"],
  "positions_angstrom": [[0.218, -0.382, -0.762], [1.404, 0.203, -1.275], [-0.678, -0.165, -1.782], [-0.056, 0.335, 0.145], [0.699, -2.688, -2.609], [0.229, -1.669, -0.523]],
  "mulliken_charge": [0.466, -0.227, -0.209, 0.160, 0.332, -0.521]
}

{
  "formula": "C2H13NO3",
  "method": "ωB97M-V/def2-TZVPD",
  "de_lowest_kcal_mol": 42.6,
  "homo_lumo_gap_ev": 9.3,
  "total_charge": 0,
  "smiles": "CNC.O.O.O",
  "elements": ["N", "C", "H", "H", "C", "H", "H", "H", "O", "O", "H", "H", "H", "H", "H", "O", "H", "H", "H"],
  "positions_angstrom": [[-0.235, -1.177, 0.810], [-0.266, 0.253, 0.743], [0.496, -2.726, -0.502], [0.297, -1.077, -1.175], [-0.117, -1.823, -0.494], [-1.889, 2.886, 1.910], [-1.086, -2.114, -0.901], [-0.822, 0.715, -0.082], [-1.834, 2.268, 2.675], [3.367, -3.182, -2.487], [3.900, -2.862, -3.253], [-2.574, 2.356, 3.249], [-1.282, 2.869, -1.679], [3.318, -2.408, -1.910], [-1.059, -1.487, 1.301], [-0.954, 3.126, -0.818], [0.736, 0.527, 0.310], [-0.426, 2.333, -0.594], [-0.383, 0.854, 1.645]],
  "mulliken_charge": [-0.350, -1.073, 0.276, 0.253, -0.744, 0.327, 0.276, 0.319, -0.625, -0.641, 0.319, 0.291, 0.321, 0.323, 0.234, -0.647, 0.438, 0.365, 0.336]
}

{
  "formula": "C2HFLi2NaO2",
  "method": "ωB97M-V/def2-TZVPD",
  "de_lowest_kcal_mol": 7.5,
  "homo_lumo_gap_ev": 6.0,
  "total_charge": 1,
  "elements": ["O", "C", "Li", "O", "Li", "C", "H", "Na", "F"],
  "positions_angstrom": [[-3.202, -0.134, -0.703], [-2.272, 0.774, -0.559], [6.099, -0.443, 0.699], [-0.264, -0.105, 0.596], [-3.582, -1.804, -0.353], [-1.067, 0.572, 0.014], [-2.491, 1.846, -0.709], [2.339, -0.118, 0.633], [4.441, -0.589, 0.382]],
  "mulliken_charge": [-0.838, -0.132, 0.892, -0.595, 0.899, 0.470, 0.241, 0.932, -0.869]
}

{
  "formula": "C2H3Cl",
  "method": "ωB97M-V/def2-TZVPD",
  "de_lowest_kcal_mol": 17.7,
  "homo_lumo_gap_ev": 10.8,
  "total_charge": 0,
  "smiles": "C=CCl",
  "elements": ["Cl", "H", "H", "C", "H", "C"],
  "positions_angstrom": [[0.337, 0.535, 2.127], [-0.373, 1.303, -1.108], [0.055, -1.454, 0.668], [-0.018, 0.294, -0.684], [0.001, -0.407, -1.542], [-0.003, -0.271, 0.540]],
  "mulliken_charge": [-0.175, 0.237, 0.265, -0.487, 0.216, -0.057]
}

{
  "formula": "H3NO3PS",
  "method": "ωB97M-V/def2-TZVPD",
  "de_lowest_kcal_mol": 25.3,
  "homo_lumo_gap_ev": 9.0,
  "total_charge": -1,
  "smiles": "NPS(=O)(=O)[O-]",
  "elements": ["H", "O", "O", "H", "S", "O", "P", "H", "N"],
  "positions_angstrom": [[0.053, 1.722, -0.903], [0.255, -1.341, -1.143], [2.406, -0.017, -0.318], [-1.990, 0.028, 0.881], [1.080, -0.415, 0.118], [1.021, -1.124, 1.386], [-0.210, 1.305, 0.412], [-1.087, -0.493, -0.466], [-1.529, 0.336, 0.032]],
  "mulliken_charge": [0.054, -0.781, -0.602, 0.259, 0.825, -0.590, 0.030, 0.465, -0.661]
}

{
  "formula": "C8H25O5V",
  "method": "ωB97M-V/def2-TZVPD",
  "de_lowest_kcal_mol": 8.8,
  "homo_lumo_gap_ev": [7.4, 7.4],
  "total_charge": 1,
  "multiplicity": 4,
  "elements": ["C", "C", "V", "O", "H", "C", "H", "H", "H", "H", "H", "H", "O", "O", "H", "H", "H", "C", "H", "H", "H", "H", "O", "C", "H", "H", "H", "H", "H", "H", "H", "C", "C", "H", "O", "H", "C", "H", "H"],
  "positions_angstrom": [[0.493, -4.174, -1.896], [-0.670, -2.691, 2.934], [1.304, 1.538, 0.888], [0.378, -0.232, 0.620], [-2.307, 3.784, 0.866], [-1.230, 3.931, 0.808], [-1.325, 4.391, -1.319], [-0.365, -0.083, 0.026], [-1.241, 5.788, -0.253], [-0.394, -2.273, 5.009], [-0.149, -3.012, -0.170], [-1.262, 1.933, 0.776], [-0.593, 2.628, 0.702], [-1.142, -1.370, 2.685], [0.208, 4.732, -0.564], [1.054, -1.369, -0.563], [1.658, 2.367, -3.988], [-0.871, 4.776, -0.404], [-0.880, 4.426, 1.713], [-0.130, -3.577, -2.563], [-0.726, -1.024, 1.878], [-0.051, 2.110, -4.096], [1.746, 1.835, -1.235], [-0.897, -3.021, 4.395], [1.095, 0.330, -2.600], [0.543, 3.359, -3.046], [-0.141, 1.322, -1.784], [0.397, -2.759, 2.695], [2.627, 1.887, -1.636], [-1.195, -3.405, 2.290], [-0.446, -3.985, 4.636], [0.843, 1.330, -2.255], [0.745, 2.345, -3.386], [1.362, -4.520, -2.451], [1.409, -2.092, -1.125], [-1.957, -3.051, 4.639], [0.771, -3.313, -0.677], [-0.080, -5.058, -1.603], [1.417, -3.804, 0.055]],
  "mulliken_charge": [-1.243, 0.029, 0.969, -0.776, 0.310, -0.298, 0.253, 0.275, 0.406, 0.320, 0.123, 0.250, -0.253, -0.557, 0.258, 0.404, 0.405, -1.021, 0.299, 0.292, 0.391, 0.366, -0.360, -1.301, 0.370, 0.303, 0.157, 0.232, 0.238, 0.241, 0.370, 0.092, -1.315, 0.310, -0.559, 0.317, 0.099, 0.354, 0.252]
}

{
  "formula": "C4H8O2",
  "method": "ωB97M-V/def2-TZVPD",
  "de_lowest_kcal_mol": 63.7,
  "homo_lumo_gap_ev": 9.4,
  "total_charge": 0,
  "smiles": "C/C=C\\O.C=O",
  "elements": ["H", "C", "H", "H", "O", "H", "H", "H", "O", "H", "C", "H", "C", "C"],
  "positions_angstrom": [[2.160, 0.482, 0.852], [-1.259, -0.748, 1.258], [2.189, 1.022, -0.835], [0.945, 1.627, 0.274], [-0.405, -1.490, 1.675], [-2.240, -1.111, 0.896], [-1.193, 0.361, 1.280], [-1.051, -1.186, -1.372], [-1.204, 0.830, -1.308], [1.084, -1.405, -0.279], [1.533, 0.742, -0.007], [-0.755, 1.594, -0.921], [0.696, -0.408, -0.468], [-0.500, -0.310, -1.044]],
  "mulliken_charge": [0.305, 0.011, 0.296, 0.372, -0.459, 0.281, 0.207, 0.490, -0.508, 0.403, -1.170, 0.331, 0.068, -0.628]
}

Ordered strongest force on any atom results: 0.85 0.33 3.24 2.75 2.80 2.81 3.39 3.44 2.92 5.90 2.20 0.99; unit eV/Å.